No. 1
The following is a DFT calculation (the ωB97M-V functional and the def2-TZVPD basis) of a cluster of 2 separate species, C2H4N2O2 in total in a non-equilibrium geometry.

Geometry as XYZ:
```
10
Properties=species:S:1:pos:R:3:lowdin_charge:R:1
N 2.6040 1.0529 -0.5294 0.2497
N 3.4230 0.4450 -0.0981 -0.2810
O 4.3210 -0.1703 0.3564 0.0995
C -0.0176 0.2026 0.4449 -0.0957
C 0.4591 -1.0444 -0.3047 -0.3641
O 1.4062 -1.7008 -0.0411 0.0282
H 0.4018 0.3002 1.4642 0.0855
H -1.1558 0.1649 0.4518 0.0932
H 0.2311 1.1042 -0.0640 0.0286
H -0.3539 -1.4906 -1.1649 0.1560
```

structure (SMILES) = N#[N+][O-].CC=O
2S+1 = 1
total charge = 0
DFT total energy = -9211.3170 eV

=====

No. 2
The following is a DFT calculation (the ωB97M-V functional and the def2-TZVPD basis) of the molecule C2H4N2O2 in a non-equilibrium geometry.

Geometry as XYZ:
```
10
Properties=species:S:1:pos:R:3:lowdin_charge:R:1
O 0.9827 1.9490 -2.8746 0.1124
N 0.7963 1.4562 -1.8174 -0.3072
N 1.0513 1.6400 -0.6310 0.1140
C 0.2834 0.7419 0.2470 -0.1047
C -0.2021 -0.4343 -0.7392 -0.1832
O 0.0019 0.1494 -1.9853 -0.0671
H -0.5750 1.2371 0.8360 0.1399
H 0.9369 0.3326 0.9478 0.0727
H 0.3660 -1.3266 -0.9232 0.1008
H -1.2126 -0.8676 -0.5234 0.1225
```

structure (SMILES) = [O-][N+]1=NCCO1
2S+1 = 1
total charge = 0
DFT total energy = -9209.3208 eV

=====

No. 3
The following is a DFT calculation (the ωB97M-V functional and the def2-TZVPD basis) of the molecule C2H4N2O2 in a non-equilibrium geometry.

Geometry as XYZ:
```
10
Properties=species:S:1:pos:R:3:lowdin_charge:R:1
H 1.9711 -0.5937 -1.9969 0.0428
N 1.0549 -0.6359 -1.6150 0.1325
C 0.9828 -0.0503 -0.5085 -0.1975
N -0.1770 -0.1586 0.4023 -0.1105
O 0.0043 0.6195 1.5660 -0.0722
C -1.4841 0.0841 0.0046 -0.2955
O -1.8683 -0.1737 -1.1093 0.0591
H 1.7388 0.5907 0.0936 0.1506
H -0.0224 -0.0076 2.3696 0.1533
H -2.2001 0.3255 0.7935 0.1373
```

structure (SMILES) = [H]/N=C/N(O)C=O
2S+1 = 1
total charge = 0
DFT total energy = -9211.3638 eV

=====

No. 4
The following is a DFT calculation (the ωB97M-V functional and the def2-TZVPD basis) of a cluster of 2 separate species, C2H4N2O2 in total in a non-equilibrium geometry.

Geometry as XYZ:
```
10
Properties=species:S:1:pos:R:3:lowdin_charge:R:1
O 3.8421 0.5855 0.4134 0.0541
N 2.9640 -0.0392 -0.1008 -0.3408
O 2.6342 -1.1806 0.0653 0.0400
H 2.4030 0.4982 -0.8333 0.1615
C -2.3998 -0.1376 0.1457 -0.0765
C -1.0707 0.4235 -0.0012 -0.2568
N -0.0116 0.7447 -0.3036 0.1493
H -2.3379 -0.7468 1.0976 0.1086
H -2.7519 -0.6019 -0.7959 0.0975
H -3.2714 0.4543 0.3130 0.0631
```

structure (SMILES) = O=[NH+][O-].CC#N
2S+1 = 1
total charge = 0
DFT total energy = -9210.3780 eV

=====

- Among the records above, which one has the highest DFT total energy?
  number 2